A.
Computed, not measured: one molecule with the formula C2H4N2S, with wB97M-V/def2-TZVPD.

LUMO level, eV: 0.8846
HOMO energy, eV: -9.150

Geometry as ORCA input:
```
! RIJCOSX wB97M-V def2-TZVPD def2/J DEFGRID3
* xyz 0 1
C 0.0015 1.3095 -0.0486
C -0.2740 -1.2935 -0.0202
N 1.2060 0.4544 -0.0677
N 1.0731 -0.7341 -0.0149
S -1.5090 0.1581 -0.0436
H 0.0556 1.8042 0.9958
H 0.3169 2.0526 -0.7327
H -0.4069 -1.8063 -0.8920
H -0.4632 -1.9450 0.8239
*
```

Results of the Löwdin charge analysis, in e, for atoms 1 through 5:
1. C -0.454
2. C -0.423
3. N -0.068
4. N -0.052
5. S 0.753

---

B.
Computed, not measured: C2H4N2S as an isolated structure, with wB97M-V/def2-TZVPD.

LUMO level, eV: 0.4797
HOMO energy, eV: -8.884

Geometry as ORCA input:
```
! RIJCOSX wB97M-V def2-TZVPD def2/J DEFGRID3
* xyz 0 1
C 0.2231 0.1192 0.2505
C -0.9723 0.3991 -0.6157
N -0.1845 -1.2782 0.2335
N -1.3413 -0.9995 -0.5995
S -2.4740 0.1660 0.1589
H 1.1332 0.1268 -0.2195
H 0.1452 0.8316 1.0852
H -1.1314 1.4562 -1.5632
H -0.1641 -1.8975 1.0321
*
```

Results of the Löwdin charge analysis, in e, for atoms 1 through 5:
1. C -0.235
2. C -0.711
3. N -0.064
4. N -0.287
5. S 0.797

---

Short version: A, B, most stable first.